*A*
Formula: C6H14O
Source: the Open Molecules 2025 dataset
Level of theory: ωB97M-V/def2-TZVPD

The value obtained for the LUMO energy is 0.7923 eV. As for the multiplicity: 1. The gap between HOMO and LUMO comes out at 0.3613 hartree.

XYZ file:
```
21
C6H14O ωB97M-V/def2-TZVPD
C 1.145 0.327 0.440
H -1.861 4.304 4.158
H 2.008 0.828 0.738
C -0.192 0.903 1.162
H 2.060 -0.330 -1.269
H -1.114 -0.520 -1.709
H -0.523 1.779 0.727
C 0.023 -0.818 -1.425
H 1.343 -2.365 -2.043
H -0.094 0.907 2.290
C 1.087 0.249 -1.078
H -0.464 4.416 4.929
H -1.058 0.159 0.962
C -0.575 -2.968 -2.350
C 0.365 -2.054 -1.776
H -1.002 -2.732 -3.380
H 0.808 1.249 -1.606
O -1.460 4.288 5.038
H -0.143 -3.863 -2.572
H -1.492 -3.046 -1.847
H 1.139 -0.713 0.612
```

***

*B*
Formula: C6H14O
Source: the Open Molecules 2025 dataset
Level of theory: ωB97M-V/def2-TZVPD

The value obtained for the LUMO energy is 1.0449 eV. As for the multiplicity: 1. The gap between HOMO and LUMO comes out at 0.3717 hartree.

XYZ file:
```
21
C6H14O ωB97M-V/def2-TZVPD
H -1.536 -0.969 0.301
H 1.839 -0.442 1.683
H -2.793 0.888 1.114
C 0.644 0.854 0.428
H 3.826 -0.562 0.163
H -0.662 0.288 2.146
H 1.046 1.798 0.821
C -2.161 -1.229 -1.539
H -1.266 -0.670 -1.858
C -1.852 0.995 0.583
H 3.404 1.127 0.483
O -2.358 -1.241 -0.148
C 3.052 0.199 0.017
H -2.071 -2.261 -1.889
C -0.679 0.645 1.114
H -1.936 1.347 -0.445
H 2.965 0.385 -1.061
H 1.382 -1.171 0.150
H -3.027 -0.765 -2.029
H 0.474 1.015 -0.647
C 1.710 -0.231 0.613
```

***

*C*
Formula: C6H14O
Source: the Open Molecules 2025 dataset
Level of theory: ωB97M-V/def2-TZVPD

The value obtained for the LUMO energy is 1.0380 eV. As for the multiplicity: 1. The gap between HOMO and LUMO comes out at 0.4042 hartree.

XYZ file:
```
21
C6H14O ωB97M-V/def2-TZVPD
H -1.386 -0.731 3.197
H -2.538 -0.197 -0.139
H -1.405 -3.053 -0.014
C -1.801 -0.992 -0.276
C 1.413 1.078 -0.974
H 1.363 3.183 -0.429
H -0.904 -1.465 1.953
H 2.328 2.180 0.665
C -0.507 -0.576 -0.914
H 1.183 1.248 -2.036
C 0.134 0.650 -0.254
O -0.592 -1.108 2.798
H 0.197 -1.420 -0.904
C -2.107 -2.230 0.111
H -3.075 -2.475 0.542
H 0.339 0.429 0.803
H 2.960 2.608 -0.933
H 2.135 0.250 -0.947
C 2.053 2.332 -0.385
H -0.585 1.483 -0.264
H -0.699 -0.345 -1.972
```

***

Result of the stability comparison: *C* is the most stable of them.

***

*A*
Formula: C4H12O2S
Source: the Open Molecules 2025 dataset
Level of theory: ωB97M-V/def2-TZVPD

The value obtained for the LUMO energy is 0.6627 eV. As for the multiplicity: 1. The gap between HOMO and LUMO comes out at 0.3542 hartree.

XYZ file:
```
19
C4H12O2S ωB97M-V/def2-TZVPD
H -1.369 -0.206 2.498
H 2.051 2.794 -1.788
H -0.710 -0.188 -1.544
C -1.304 0.327 0.445
C -0.080 1.863 -1.188
O 1.559 -3.462 2.502
H -1.255 -2.610 1.218
H -0.985 2.391 -1.483
O -1.751 -1.824 1.515
H -2.259 0.063 -0.015
H 0.677 0.007 -0.464
H 1.010 -3.115 3.177
H 2.346 -3.793 2.964
S 1.180 1.989 -2.468
H 0.408 2.417 -0.393
C -0.293 0.419 -0.742
H -1.515 1.336 0.809
H 0.099 -0.760 1.746
C -0.967 -0.621 1.569
```

***

*B*
Formula: C4H12O2S
Source: the Open Molecules 2025 dataset
Level of theory: ωB97M-V/def2-TZVPD

The value obtained for the LUMO energy is 0.6989 eV. As for the multiplicity: 1. The gap between HOMO and LUMO comes out at 0.3591 hartree.

XYZ file:
```
19
C4H12O2S ωB97M-V/def2-TZVPD
H -1.436 1.673 2.187
H -2.144 -0.406 0.442
H 0.531 1.491 0.715
H 2.098 -0.985 -0.131
S 3.012 1.224 -0.735
H 2.546 0.052 1.215
C 2.066 0.038 0.236
O -2.033 1.210 1.601
H 3.884 0.378 -1.292
H -1.345 -0.361 -3.837
H -2.142 -1.266 -4.691
H -0.091 -1.465 1.065
O -2.053 -0.996 -3.780
H 0.089 0.448 -0.615
H 0.266 -0.231 2.307
C -1.675 -0.161 1.392
C 0.621 0.469 0.334
C -0.169 -0.404 1.317
H -2.025 -0.708 2.272
```

***

Result of the stability comparison: *B* is the most stable of them.

***

*A*
Formula: C4H16NO2
Source: the Open Molecules 2025 dataset
Level of theory: ωB97M-V/def2-TZVPD

The value obtained for the LUMO energy is -3.0882 eV. As for the multiplicity: 1. As for the total charge: +1. The gap between HOMO and LUMO comes out at 0.4017 hartree.

XYZ file:
```
23
C4H16NO2 ωB97M-V/def2-TZVPD
H -1.193 -1.145 -0.885
H -0.169 2.113 -1.495
H -1.022 0.196 0.103
H 0.363 -0.756 -2.552
H -3.182 3.122 3.312
H -0.606 -1.375 0.640
H -1.806 3.904 2.739
O -2.176 3.117 3.167
H 1.258 0.132 0.126
H 1.651 -2.228 0.541
H -0.162 -1.844 3.326
H 0.586 -0.481 3.234
C 0.821 -0.592 -0.593
C -0.145 1.273 -2.177
N -0.609 -0.718 -0.148
H -1.158 0.838 -2.160
H 2.472 -1.861 -1.082
H 0.936 -2.860 -0.911
H 0.080 1.815 -3.081
C 0.798 0.068 -1.958
O -0.033 -1.181 2.699
H 1.807 0.454 -2.313
C 1.490 -1.992 -0.535
```

***

*B*
Formula: C4H16NO2
Source: the Open Molecules 2025 dataset
Level of theory: ωB97M-V/def2-TZVPD

The value obtained for the LUMO energy is -3.3178 eV. As for the multiplicity: 1. As for the total charge: +1. The gap between HOMO and LUMO comes out at 0.3963 hartree.

XYZ file:
```
23
C4H16NO2 ωB97M-V/def2-TZVPD
H -2.733 -0.487 -0.757
H 1.897 -0.510 -0.737
H 1.633 -0.462 3.397
C -0.103 -1.343 -0.805
N 1.335 -1.327 -0.319
H -0.630 0.319 -2.102
H -0.274 -1.703 -1.849
H 2.799 -0.247 2.769
H -0.782 -1.919 -0.134
H -1.863 -0.493 1.694
H 1.764 -2.212 -0.635
H 0.755 3.080 -1.786
H -2.467 1.167 -0.955
H -3.074 0.844 1.477
O 2.150 -0.829 2.625
O 1.388 2.479 -1.324
C -1.989 0.452 1.093
H -1.181 1.135 1.237
C -1.993 0.213 -0.396
C -0.602 0.118 -0.971
H 0.098 0.773 -0.546
H 2.273 2.373 -1.694
H 1.596 -1.419 0.718
```

***

*C*
Formula: C4H16NO2
Source: the Open Molecules 2025 dataset
Level of theory: ωB97M-V/def2-TZVPD

The value obtained for the LUMO energy is -2.9234 eV. As for the multiplicity: 1. As for the total charge: +1. The gap between HOMO and LUMO comes out at 0.4343 hartree.

XYZ file:
```
23
C4H16NO2 ωB97M-V/def2-TZVPD
H 0.537 1.308 -1.729
C 0.285 -0.510 1.104
C 1.349 0.590 -1.465
H 0.035 -0.906 2.116
H -1.225 -3.841 -0.592
H 2.823 0.093 0.074
H 0.803 -1.300 0.542
O -2.832 1.890 -0.525
H 0.376 1.609 1.123
C 1.080 0.775 1.043
H 1.651 0.760 1.994
H -3.178 2.562 0.070
H -0.708 -3.505 0.867
C 2.039 0.831 -0.151
N -1.047 -0.370 0.413
H -2.789 2.251 -1.418
H 2.813 1.613 -0.114
H 2.044 0.840 -2.277
O -0.899 -3.143 -0.010
H -1.701 -1.026 0.852
H -0.933 -0.717 -0.555
H 0.932 -0.383 -1.715
H -1.452 0.578 0.353
```

***

Result of the stability comparison: *C* is the most stable of them.

***

*A*
Formula: C4H12
Source: the Open Molecules 2025 dataset
Level of theory: ωB97M-V/def2-TZVPD

The value obtained for the LUMO energy is 1.1134 eV. As for the multiplicity: 1. The gap between HOMO and LUMO comes out at 0.4595 hartree.

XYZ file:
```
16
C4H12 ωB97M-V/def2-TZVPD
H -1.827 -2.937 -1.404
H 0.957 0.179 1.392
H -1.225 -0.044 -0.419
C -1.171 -1.088 -0.406
H -1.193 -1.401 0.681
H 2.848 2.172 1.298
H -3.166 -1.680 -1.108
C 2.209 1.746 0.509
H -0.140 -1.461 -0.630
H 2.716 0.852 0.155
H 2.338 2.351 -0.367
H 0.001 1.512 0.685
H -2.060 -1.445 -2.356
C 0.969 1.262 1.200
H 0.901 1.879 2.103
C -2.156 -1.899 -1.333
```

***

*B*
Formula: C4H12
Source: the Open Molecules 2025 dataset
Level of theory: ωB97M-V/def2-TZVPD

The value obtained for the LUMO energy is 1.0934 eV. As for the multiplicity: 1. The gap between HOMO and LUMO comes out at 0.4620 hartree.

XYZ file:
```
16
C4H12 ωB97M-V/def2-TZVPD
H 1.245 -0.487 0.085
H 3.640 0.752 0.325
H -2.495 1.164 -0.860
H 2.217 1.669 0.155
H -3.481 0.063 -0.096
H -2.577 -0.735 -2.349
H 2.250 -1.118 1.544
H -1.672 0.245 0.370
H 1.003 0.236 1.631
C 1.769 -0.291 1.029
C -2.438 0.148 -0.395
H 2.860 1.511 1.712
H -2.070 -1.922 -1.102
H -0.908 -0.738 -1.634
C 2.666 0.927 0.811
C -1.987 -0.874 -1.432
```

***

*C*
Formula: C4H12
Source: the Open Molecules 2025 dataset
Level of theory: ωB97M-V/def2-TZVPD

The value obtained for the LUMO energy is 1.1603 eV. As for the multiplicity: 1. The gap between HOMO and LUMO comes out at 0.4568 hartree.

XYZ file:
```
16
C4H12 ωB97M-V/def2-TZVPD
H -0.074 0.904 -1.920
C -0.996 1.002 -1.326
C -0.877 2.188 -0.350
C 1.513 -1.137 0.646
H -1.144 0.136 -0.669
H 1.158 -0.342 -0.039
H 0.115 2.098 0.088
H -1.807 1.131 -2.042
H 0.299 -2.132 2.078
H 2.029 -0.580 1.437
H -1.534 1.991 0.513
H 2.277 -1.659 0.087
H -0.647 -1.587 0.827
H -1.148 3.173 -0.712
H 0.360 -2.926 0.331
C 0.362 -2.078 1.014
```

***

*D*
Formula: C4H12
Source: the Open Molecules 2025 dataset
Level of theory: ωB97M-V/def2-TZVPD

The value obtained for the LUMO energy is 1.1092 eV. As for the multiplicity: 1. The gap between HOMO and LUMO comes out at 0.4460 hartree.

XYZ file:
```
16
C4H12 ωB97M-V/def2-TZVPD
C 1.509 -2.452 -0.024
H 0.248 1.654 -0.296
H 0.382 -0.866 0.869
C -0.813 1.872 -0.588
H 1.369 -2.978 0.915
H -2.781 1.002 -0.258
C 1.323 -0.980 0.372
H 0.823 -2.684 -0.841
H -0.881 1.009 -1.266
H -0.797 2.827 -1.118
H -1.816 0.975 1.130
H 2.105 -0.759 1.117
C -2.040 1.639 0.284
H 1.269 -0.247 -0.423
H 2.517 -2.655 -0.465
H -2.418 2.642 0.591
```

***

Result of the stability comparison: *B* is the most stable of them.